1.
Density functional theory data (the ωB97M-V functional and the def2-TZVPD basis) for a cluster of 13 separate species, C5H33NO14 in total.

- Gap between HOMO and LUMO (alpha / beta): 8.87 / 4.17 eV
- ΔE to the lowest compared entry with this formula, charge and spin: 110.2 kcal per mole
- LUMO level (alpha / beta): -4.481 / -9.168 eV
- Highest occupied orbital energy (alpha / beta): -13.35 / -13.34 eV
- 2S+1: 2
- Net charge: +1

XYZ file:
```
53
Properties=species:S:1:pos:R:3:mulliken_charge:R:1
C -1.002 -0.176 -0.121 -0.54
N 0.126 -0.979 -0.320 0.53
C 2.280 -0.330 2.700 -1.60
C 0.880 -0.461 2.063 0.04
C 1.147 -1.112 0.706 0.71
C 1.289 -2.673 0.779 -0.25
O 1.407 -3.306 -0.216 -0.32
O -1.115 0.604 0.791 -0.17
H -1.822 -0.358 -0.821 0.34
H 0.257 -1.159 -1.319 0.55
H 2.792 -1.259 2.852 0.41
H 2.756 0.571 2.288 0.41
H 2.195 0.024 3.717 0.46
H 0.201 -0.974 2.738 0.57
H 0.448 0.542 2.008 -0.27
H 2.143 -0.726 0.424 -0.20
H 1.266 -3.156 1.763 0.46
H -1.428 1.111 -3.567 0.31
H -1.315 -0.383 -3.020 0.31
O -1.774 0.454 -2.967 -0.58
H -3.828 -3.210 0.650 0.30
H -3.251 -2.458 -0.680 0.35
O -3.681 -2.397 0.182 -0.59
H 1.806 0.675 -2.800 0.25
H 2.851 -0.072 -3.529 0.33
O 1.933 -0.160 -3.262 -0.59
H -1.387 -2.866 -3.661 0.31
H 0.304 -2.790 -3.434 0.28
O -0.559 -2.414 -3.572 -0.62
H -3.961 1.127 3.095 0.34
H -3.366 -0.233 2.808 0.26
O -3.391 0.444 3.474 -0.62
H -3.838 0.636 0.782 0.36
H -2.735 1.648 1.029 0.37
O -3.696 1.541 1.078 -0.74
H 4.465 -0.952 -1.853 0.32
H 3.548 0.031 -1.061 0.31
O 4.337 -0.020 -1.619 -0.65
H -2.654 2.300 -0.977 0.37
H -1.070 2.509 -1.381 0.26
O -1.798 2.775 -0.825 -0.60
H -1.473 -3.260 -0.436 0.42
H -0.422 -2.825 -1.483 0.14
O -1.265 -3.262 -1.403 -0.64
H -0.576 2.741 3.305 0.28
H -0.371 3.860 2.216 0.31
O 0.013 3.101 2.648 -0.65
H 2.875 3.229 -1.384 0.30
H 1.876 2.161 -0.902 0.35
O 2.270 2.547 -1.683 -0.60
H 1.324 2.832 1.172 0.31
H 2.695 3.508 1.861 0.29
O 2.295 2.998 1.168 -0.66
```

---

2.
Density functional theory data (the ωB97M-V functional and the def2-TZVPD basis) for the molecule C5H7FO2.

- Structure (SMILES): O=C(/C=C/F)CCO
- Gap between HOMO and LUMO: 10.32 eV
- ΔE to the lowest compared entry with this formula, charge and spin: 6.9 kcal per mole
- LUMO level: 0.072 eV
- Highest occupied orbital energy: -10.25 eV

XYZ file:
```
15
Properties=species:S:1:pos:R:3:mulliken_charge:R:1
O -0.344 1.794 -0.290 -0.62
C 0.239 0.725 -0.100 0.81
C 1.660 0.840 0.212 -0.38
C 2.472 -0.226 0.089 -0.11
F 3.805 -0.089 0.226 -0.23
C -0.415 -0.605 -0.074 -0.65
C -1.929 -0.500 -0.311 -0.62
O -2.489 0.176 0.805 -0.54
H 2.003 1.875 0.429 0.34
H 2.158 -1.162 -0.298 0.30
H -0.275 -1.030 0.905 0.36
H -0.057 -1.387 -0.772 0.38
H -2.437 -1.507 -0.284 0.32
H -2.212 -0.001 -1.278 0.28
H -2.179 1.095 0.741 0.35
```

---

3.
Density functional theory data (the ωB97M-V functional and the def2-TZVPD basis) for a cluster of 9 separate species, C46H63Cl16FNO11PS in total.

- Structure (SMILES): CC(=O)OCc1c2c(c(CCF)c(CCO)c1-c1ccncc1)C(=O)c1c(P(=O)(O)O)ccc(CCCCS(=O)(=O)O)c1C2=O.ClCCCl.ClCCCl.ClCCCl.ClCCCl.ClCCCl.ClCCCl.ClCCCl.ClCCCl
- Gap between HOMO and LUMO: 7.68 eV
- ΔE to the lowest compared entry with this formula, charge and spin: 0.0 kcal per mole
- LUMO level: -1.694 eV
- Highest occupied orbital energy: -9.37 eV

XYZ file:
```
140
Properties=species:S:1:pos:R:3:mulliken_charge:R:1
C 4.391 0.775 2.313 -0.72
C 3.058 -0.135 2.204 0.64
O 2.875 -0.951 3.147 -0.58
O 2.107 0.016 1.116 -0.33
C 1.313 1.164 1.519 -0.42
C 0.354 1.747 0.390 -0.04
C 0.711 1.954 -1.101 0.26
C -0.269 2.581 -2.169 0.21
C -1.713 3.028 -1.735 -0.33
C -2.753 3.706 -2.772 -0.94
C -3.656 2.531 -3.409 -0.14
F -5.039 2.582 -2.950 -0.37
C -2.093 2.782 -0.223 0.26
C -3.568 3.188 0.304 -0.35
C -4.454 1.856 0.636 -0.17
O -4.276 0.942 -0.472 -0.53
C -1.110 2.160 0.818 0.39
C -1.632 1.971 2.301 0.39
C -2.006 3.162 3.268 -0.47
C -2.494 2.755 4.671 -0.35
N -2.635 1.482 5.277 -0.55
C -2.312 0.372 4.451 -0.26
C -1.845 0.586 3.001 -0.16
C 0.269 2.769 -3.672 -0.20
O 0.062 3.779 -4.379 -0.52
C 1.173 1.548 -4.223 -0.25
C 1.078 1.041 -5.693 0.49
P -0.110 1.792 -6.971 0.90
O 0.158 3.265 -7.277 -0.65
O 0.051 0.895 -8.435 -0.59
O -1.686 1.470 -6.388 -0.45
C 1.947 -0.153 -6.183 -0.64
C 2.893 -0.805 -5.123 -0.95
C 2.987 -0.307 -3.634 -0.23
C 3.972 -1.088 -2.651 0.19
C 5.260 -0.245 -2.180 -1.09
C 5.435 -0.527 -0.582 0.60
C 6.087 -1.999 -0.462 -0.99
S 4.973 -3.283 0.264 0.99
O 4.281 -2.856 1.532 -0.57
O 5.745 -4.553 0.602 -0.51
O 3.756 -3.783 -0.809 -0.48
C 2.137 0.899 -3.156 0.42
C 2.163 1.528 -1.677 0.81
O 3.197 1.731 -0.997 -0.54
H 4.309 1.320 3.328 0.04
H 5.350 0.161 2.346 0.35
H 4.415 1.612 1.516 0.39
H 0.757 0.854 2.484 0.41
H 2.007 2.034 1.848 0.29
H -2.226 4.220 -3.648 0.37
H -3.388 4.528 -2.267 0.42
H -3.231 1.520 -3.078 0.23
H -3.708 2.588 -4.559 0.20
H -3.498 3.903 1.191 0.36
H -4.176 3.744 -0.505 -0.19
H -4.184 1.394 1.651 0.12
H -5.559 2.141 0.685 0.09
H -3.453 0.414 -0.325 0.37
H -1.913 4.251 2.911 0.41
H -2.795 3.644 5.344 0.31
H -2.435 -0.691 4.865 0.33
H -1.620 -0.356 2.378 0.27
H 0.649 1.451 -8.988 0.35
H -2.032 0.640 -6.793 0.31
H 1.890 -0.528 -7.270 0.40
H 3.527 -1.687 -5.510 0.23
H 3.344 -1.406 -1.738 0.07
H 4.367 -1.999 -3.244 0.48
H 5.103 0.879 -2.392 0.33
H 6.228 -0.530 -2.736 0.54
H 4.386 -0.451 -0.100 -0.67
H 6.063 0.293 -0.099 0.54
H 6.987 -1.896 0.249 0.42
H 6.486 -2.381 -1.473 0.47
H 2.892 -3.797 -0.323 0.36
Cl 8.067 -8.232 1.679 -0.22
C 6.562 -7.382 2.118 -0.08
C 5.404 -8.335 2.330 0.26
Cl 4.881 -9.109 0.811 -0.22
H 6.344 -6.654 1.335 0.04
H 6.765 -6.837 3.042 0.33
H 4.543 -7.789 2.720 -0.45
H 5.658 -9.125 3.041 0.40
Cl -7.954 3.163 -0.135 -0.31
C -7.630 3.949 -1.700 0.29
C -7.359 5.432 -1.550 -0.47
Cl -8.813 6.333 -1.052 -0.13
H -8.481 3.760 -2.356 0.44
H -6.755 3.454 -2.127 -0.31
H -7.041 5.849 -2.507 0.35
H -6.574 5.625 -0.816 0.21
Cl 3.627 -6.240 4.122 -0.16
C 1.874 -6.529 4.248 -0.46
C 1.482 -7.092 5.599 -0.39
Cl 2.081 -8.754 5.834 -0.19
H 1.580 -7.196 3.435 0.30
H 1.383 -5.566 4.092 0.31
H 0.394 -7.134 5.682 0.32
H 1.864 -6.477 6.416 0.30
Cl 4.587 0.929 6.510 -0.17
C 6.074 1.907 6.470 -0.50
C 5.845 3.271 5.850 -0.47
Cl 5.503 3.164 4.104 -0.11
H 6.836 1.343 5.930 0.31
H 6.405 2.023 7.504 0.35
H 6.742 3.883 5.959 0.32
H 5.015 3.794 6.326 0.32
Cl 11.178 -6.064 -1.963 -0.20
C 10.795 -5.616 -0.283 -0.43
C 9.347 -5.204 -0.115 -0.30
Cl 8.987 -3.660 -0.929 -0.19
H 11.477 -4.819 0.019 0.33
H 11.003 -6.493 0.334 0.31
H 9.122 -5.063 0.943 0.24
H 8.666 -5.960 -0.510 0.23
Cl -10.907 3.407 -0.063 -0.05
C -12.681 3.549 -0.106 -0.56
C -13.135 4.909 -0.600 -0.44
Cl -12.755 6.207 0.560 -0.18
H -13.063 3.337 0.894 0.33
H -13.045 2.771 -0.781 0.28
H -14.219 4.912 -0.733 0.35
H -12.673 5.163 -1.555 0.29
Cl -11.757 11.440 1.565 -0.19
C -11.684 10.873 -0.122 -0.44
C -10.707 9.729 -0.302 -0.29
Cl -9.016 10.248 -0.085 -0.18
H -11.426 11.724 -0.755 0.33
H -12.691 10.544 -0.389 0.31
H -10.786 9.329 -1.314 0.27
H -10.904 8.918 0.402 0.19
Cl -0.403 -9.971 0.084 -0.20
C 1.216 -10.039 -0.656 -0.28
C 1.155 -10.042 -2.170 -0.42
Cl 0.465 -11.553 -2.813 -0.19
H 1.727 -10.925 -0.273 0.31
H 1.760 -9.158 -0.309 0.16
H 2.162 -9.954 -2.581 0.29
H 0.558 -9.210 -2.548 0.32
```

---

4.
Density functional theory data (the ωB97M-V functional and the def2-TZVPD basis) for a structure of composition C13H12BBr2Ca2ClFNO10.

- Gap between HOMO and LUMO: 1.96 eV
- LUMO level: 1.112 eV
- Highest occupied orbital energy: -0.84 eV
- Net charge: -2

XYZ file:
```
43
Properties=species:S:1:pos:R:3:mulliken_charge:R:1
C -2.800 0.011 2.253 0.08
C -1.710 0.764 2.353 -0.44
C -0.279 1.496 2.094 -0.48
C 0.895 0.944 3.056 2.20
N 1.442 1.948 4.038 -0.67
Br 0.094 2.764 5.056 -0.18
B 0.542 -0.431 3.861 0.66
O 0.725 -0.500 5.320 -0.64
O 0.080 -1.692 3.237 -0.61
C 2.157 0.577 2.038 -0.96
O 3.291 1.283 2.108 -0.76
O 2.106 -0.457 1.008 -0.63
H -3.726 -0.640 1.893 -0.01
H -0.472 2.640 2.198 0.36
H 0.049 1.358 0.984 0.19
H 2.240 1.521 4.662 0.45
H 1.664 -0.738 5.530 0.28
H -0.652 -2.065 3.808 0.25
Ca 4.121 1.426 0.484 0.52
C 2.203 -1.888 -2.374 0.94
O 1.310 -1.240 -1.761 -0.76
O 3.190 -2.276 -1.527 -0.55
O 2.312 -2.206 -3.570 -0.74
H 2.747 -1.857 -0.761 0.26
Ca 2.391 -1.912 2.620 0.94
Br 3.738 0.946 4.767 -0.63
F 0.691 2.138 -2.542 -0.32
C -0.520 1.662 -2.890 0.00
C -0.821 0.328 -2.658 0.10
C -2.075 -0.161 -3.015 -0.52
C -3.009 0.687 -3.608 -0.59
C -2.694 2.024 -3.841 -0.41
C -1.444 2.516 -3.475 -0.50
H -0.074 -0.323 -2.200 0.79
H -2.325 -1.200 -2.831 0.42
H -3.986 0.304 -3.888 0.35
H -3.421 2.682 -4.306 0.33
H -1.185 3.556 -3.641 0.39
Cl -4.786 -1.828 0.961 -0.77
C -0.518 -3.002 -3.883 0.97
O -0.390 -1.863 -4.319 -0.42
O -0.009 -3.430 -2.824 -0.37
O -1.180 -3.911 -4.430 -0.54
```

---

5.
Density functional theory data (the ωB97M-V functional and the def2-TZVPD basis) for the molecule C5H12OS.

- Gap between HOMO and LUMO (alpha / beta): 4.44 / 7.35 eV
- ΔE to the lowest compared entry with this formula, charge and spin: 35.7 kcal per mole
- LUMO level (alpha / beta): 0.591 / -3.032 eV
- Highest occupied orbital energy (alpha / beta): -3.85 / -10.38 eV
- 2S+1: 3

XYZ file:
```
19
Properties=species:S:1:pos:R:3:mulliken_charge:R:1
C 0.474 -1.587 0.565 -1.57
C 0.290 -0.336 -1.669 -1.75
C 1.513 0.832 0.299 -1.60
C -0.890 0.462 0.483 -0.59
C 0.339 -0.156 -0.116 1.43
O -1.215 1.800 0.128 -0.28
S -2.402 -0.466 -0.087 -0.07
H 0.342 -1.491 1.648 0.42
H 1.637 -1.753 0.627 0.32
H -0.151 -2.289 0.034 0.48
H 0.392 0.720 -2.091 0.29
H -0.646 -0.821 -1.854 0.51
H 1.171 -0.781 -2.054 0.46
H 1.268 1.818 -0.079 0.41
H 1.448 0.920 1.420 0.36
H 2.451 0.440 -0.054 0.45
H -0.820 0.306 1.545 0.30
H -2.000 2.268 0.612 0.31
H -3.201 0.113 0.643 0.11
```

---

6.
Density functional theory data (the ωB97M-V functional and the def2-TZVPD basis) for the molecule C3H13N3Si.

- Structure (SMILES): CC(C)[Si](N)(N)N
- Gap between HOMO and LUMO: 10.08 eV
- ΔE to the lowest compared entry with this formula, charge and spin: 0.0 kcal per mole
- LUMO level: 0.651 eV
- Highest occupied orbital energy: -9.43 eV

XYZ file:
```
20
Properties=species:S:1:pos:R:3:mulliken_charge:R:1
C -1.917 -1.029 -0.266 -1.26
C -0.965 0.020 0.370 0.55
C -1.546 1.387 0.176 -1.72
Si 0.948 -0.074 0.086 0.46
N 1.289 -0.163 -1.640 -0.57
N 1.673 1.411 0.708 -0.51
N 1.715 -1.461 0.823 -0.52
H -2.891 -1.215 0.322 0.34
H -2.333 -0.766 -1.344 0.23
H -1.288 -1.943 -0.350 0.35
H -1.182 -0.249 1.388 0.14
H -1.494 1.705 -0.898 0.29
H -1.031 2.029 0.774 0.49
H -2.594 1.235 0.395 0.45
H 1.063 -0.988 -2.055 0.22
H 2.279 -0.071 -1.756 0.22
H 1.071 2.189 0.738 0.19
H 2.758 1.437 0.441 0.21
H 2.461 -1.784 0.317 0.23
H 1.983 -1.668 1.771 0.19
```

---

7.
Density functional theory data (the ωB97M-V functional and the def2-TZVPD basis) for a structure of composition C29H35N6O2RhSe.

- Gap between HOMO and LUMO (alpha / beta): 3.98 / 3.84 eV
- ΔE to the lowest compared entry with this formula, charge and spin: 24.3 kcal per mole
- LUMO level (alpha / beta): 0.173 / -1.878 eV
- Highest occupied orbital energy (alpha / beta): -3.81 / -5.71 eV
- 2S+1: 5

XYZ file:
```
74
Properties=species:S:1:pos:R:3:mulliken_charge:R:1
Rh 0.049 1.172 -0.282 -0.04
C -1.388 0.680 3.796 -0.91
C -0.564 0.641 2.687 -0.49
N -0.952 1.060 1.475 0.58
C -2.200 1.573 1.320 0.14
C -3.093 1.680 2.419 0.81
C -2.667 1.198 3.673 -0.93
C -4.355 2.265 2.223 -0.83
C -4.706 2.731 0.968 -1.23
C -3.861 2.605 -0.115 -0.93
C -2.587 2.012 0.008 0.64
N -1.638 1.811 -0.954 0.74
C -1.631 2.080 -2.291 0.81
C -2.633 2.678 -3.083 -1.09
C -2.470 2.846 -4.445 -1.18
C -1.334 2.413 -5.103 -1.00
C -0.289 1.827 -4.372 0.81
C 0.899 1.361 -4.973 -0.59
C 1.894 0.828 -4.176 -1.08
C 1.711 0.778 -2.806 -0.19
N 0.591 1.198 -2.211 0.44
C -0.420 1.694 -2.965 0.36
H -1.031 0.304 4.743 0.45
H 0.446 0.260 2.762 0.35
H -3.336 1.250 4.517 0.39
H -5.026 2.367 3.062 0.39
H -5.663 3.212 0.827 0.36
H -4.202 2.997 -1.052 0.40
H -3.544 3.041 -2.650 0.37
H -3.258 3.331 -5.003 0.38
H -1.225 2.542 -6.170 0.39
H 1.012 1.428 -6.045 0.43
H 2.808 0.446 -4.607 0.44
H 2.478 0.374 -2.158 0.31
O 0.921 -2.509 -0.685 -0.58
C -0.264 -2.433 -0.876 -0.29
O -0.901 -1.284 -1.035 -0.18
C -1.200 -3.644 -0.891 0.48
N -2.557 -3.195 -1.218 -0.42
C -3.468 -3.656 -0.166 -0.63
C -2.715 -4.740 0.609 -0.65
C -1.280 -4.232 0.532 -0.72
H -0.812 -4.390 -1.595 0.37
H -2.847 -3.499 -2.137 0.23
H -1.862 -1.512 -1.151 0.40
H -4.412 -4.006 -0.585 0.36
H -3.680 -2.813 0.501 0.24
H -2.805 -5.707 0.118 0.29
H -3.080 -4.828 1.631 0.37
H -0.524 -4.995 0.702 0.37
H -1.133 -3.434 1.261 0.27
C 2.917 -2.098 2.394 -0.68
C 3.730 -1.662 1.175 -0.87
N 3.979 -0.234 1.111 0.35
C 5.246 0.248 1.623 -0.78
C 5.205 0.590 3.114 -1.08
C 3.005 0.629 0.722 0.94
C 3.358 2.079 0.645 -0.76
N 1.818 0.266 0.385 1.04
H 2.825 -3.180 2.395 0.37
H 1.919 -1.672 2.372 0.01
H 3.400 -1.790 3.316 0.28
H 3.213 -1.982 0.264 0.37
H 4.698 -2.165 1.194 0.40
H 5.555 1.128 1.055 0.42
H 6.001 -0.523 1.454 0.39
H 4.355 1.227 3.342 0.26
H 6.114 1.116 3.400 0.39
H 5.129 -0.311 3.715 0.32
H 4.119 2.244 -0.118 0.40
H 3.728 2.461 1.590 0.43
H 2.467 2.639 0.364 -0.72
H 1.664 -0.745 0.376 -0.90
Se 0.361 3.928 0.077 -0.03
```

---

8.
Density functional theory data (the ωB97M-V functional and the def2-TZVPD basis) for the molecule C5H9NO.

- Structure (SMILES): C[C@H]1N[C@H]1[C@H]1CO1
- Gap between HOMO and LUMO: 10.65 eV
- ΔE to the lowest compared entry with this formula, charge and spin: 94.5 kcal per mole
- LUMO level: 1.146 eV
- Highest occupied orbital energy: -9.50 eV

XYZ file:
```
16
Properties=species:S:1:pos:R:3:mulliken_charge:R:1
C -1.890 -0.471 0.096 -1.22
C -1.142 0.677 0.714 0.05
N 0.039 0.437 1.541 -0.70
C 0.208 1.026 0.203 -0.04
C 0.984 0.324 -0.928 -0.20
C 2.056 -0.582 -0.566 -0.36
O 1.003 -1.163 -1.293 -0.42
H -2.468 -0.111 -0.762 0.29
H -2.583 -0.919 0.816 0.32
H -1.192 -1.234 -0.261 0.33
H -1.770 1.482 1.100 0.37
H 0.263 -0.557 1.556 0.28
H 0.495 2.080 0.300 0.37
H 0.949 0.459 -2.001 0.47
H 3.063 -0.471 -0.958 0.28
H 1.985 -0.978 0.441 0.17
```